Entry 1:
DFT (ωB97M-V/def2-TZVPD) results for an isolated molecule of C7H11NS in a non-equilibrium geometry.

Geometry as XYZ:
```
20
C7H11NS ωB97M-V/def2-TZVPD
C 1.23 -2.77 -1.18
C 0.46 -1.84 -0.53
S -1.25 -2.12 -0.19
N -1.41 -0.59 0.50
C -2.67 -0.19 0.86
C -0.27 0.19 0.30
C -0.40 1.61 0.77
C 0.81 -0.54 -0.05
C 2.22 0.04 -0.35
H 0.85 -3.79 -1.27
H 2.17 -2.48 -1.52
H -3.46 -0.98 0.70
H -2.79 0.21 1.86
H -3.04 0.59 0.22
H 0.52 2.16 0.51
H -0.77 1.73 1.87
H -1.35 2.01 0.28
H 2.95 -0.10 0.50
H 2.35 1.22 -0.65
H 2.62 -0.51 -1.18
```

Values from the calculation:
Energy above the lowest of the compared OMol25 structures with the same formula, charge and spin   51.8 kcal/mol
Strongest force on any atom   0.063 hartree/bohr
HOMO   -6.648 eV
DFT total energy   -19760.364 eV
Structure (SMILES)   C=C1SN(C)C(C)=C1C

***

Entry 2:
DFT (ωB97M-V/def2-TZVPD) results for C33H83O12P3 as an isolated structure in a non-equilibrium geometry.

Geometry as XYZ:
```
131
C33H83O12P3 ωB97M-V/def2-TZVPD
C 4.42 -0.13 5.10
C 4.30 0.97 4.16
C 2.96 1.16 3.43
C 1.68 0.96 4.31
C 1.64 1.88 5.58
C 0.81 1.28 6.65
H 3.93 -0.98 4.62
H 4.06 0.17 6.08
H 5.48 -0.34 5.19
H 4.44 1.93 4.67
H 5.05 0.95 3.38
H 2.85 0.56 2.52
H 2.96 2.21 3.15
H 0.87 1.18 3.61
H 1.64 -0.12 4.47
H 2.64 2.10 5.96
H 1.37 2.93 5.43
H 1.26 0.50 7.26
H 0.53 2.06 7.35
H -0.15 0.87 6.32
C 1.30 -0.63 2.23
C 0.68 0.72 1.87
C -0.70 0.67 1.13
C -0.52 0.46 -0.45
C -1.86 0.24 -1.15
C -1.63 -0.17 -2.58
H 1.28 -1.23 1.32
H 0.74 -1.17 3.00
H 2.34 -0.38 2.46
H 0.57 1.27 2.80
H 1.30 1.42 1.32
H -1.17 1.62 1.35
H -1.34 -0.10 1.57
H 0.06 1.30 -0.82
H 0.17 -0.37 -0.58
H -2.47 -0.48 -0.60
H -2.33 1.22 -1.16
H -1.43 0.74 -3.16
H -0.90 -0.98 -2.66
H -2.38 -0.64 -3.22
C -3.68 -0.64 -5.26
C -4.32 -0.62 -3.87
C -3.87 0.52 -3.01
C -4.19 1.93 -3.60
C -3.54 3.04 -2.78
C -4.01 3.28 -1.41
H -3.72 0.37 -5.66
H -4.22 -1.41 -5.82
H -2.62 -0.84 -5.11
H -5.41 -0.58 -3.91
H -4.13 -1.61 -3.45
H -2.78 0.48 -2.89
H -4.31 0.48 -2.01
H -3.83 2.13 -4.61
H -5.26 2.09 -3.72
H -2.45 3.06 -2.77
H -3.80 3.94 -3.35
H -3.73 2.47 -0.74
H -3.67 4.21 -0.96
H -5.08 3.34 -1.62
C 3.97 -1.18 1.61
C 4.00 -2.60 1.21
C 4.84 -3.54 2.03
C 6.25 -3.15 2.33
C 7.16 -3.38 1.02
C 7.13 -4.77 0.49
H 2.98 -0.78 1.39
H 4.69 -0.53 1.10
H 4.23 -1.20 2.67
H 2.98 -2.97 1.30
H 4.32 -2.63 0.16
H 4.69 -4.55 1.63
H 4.49 -3.77 3.03
H 6.32 -2.17 2.81
H 6.54 -3.87 3.10
H 6.82 -2.66 0.27
H 8.17 -3.03 1.24
H 7.96 -5.07 -0.14
H 7.11 -5.58 1.22
H 6.21 -4.70 -0.09
C 1.41 -2.77 -7.52
O 0.42 -2.83 -6.51
P -0.56 -1.54 -6.19
O 0.19 -0.22 -5.98
O -1.57 -1.59 -7.47
C -2.56 -0.60 -7.90
O -1.51 -1.94 -4.95
C -0.98 -2.19 -3.71
H 2.38 -2.70 -7.04
H 1.25 -2.02 -8.30
H 1.36 -3.79 -7.89
H -2.78 0.02 -7.03
H -3.47 -1.14 -8.12
H -2.37 0.09 -8.72
H -0.08 -1.64 -3.44
H -0.68 -3.24 -3.68
H -1.72 -2.03 -2.92
C -2.61 -1.18 2.42
O -2.02 -1.75 1.27
P -3.00 -2.25 0.06
O -2.28 -2.85 -1.11
O -3.97 -0.99 -0.29
C -4.92 -1.01 -1.27
O -4.10 -3.24 0.87
C -4.00 -4.44 1.57
H -2.33 -1.86 3.22
H -3.68 -0.94 2.39
H -2.08 -0.24 2.52
H -5.90 -0.61 -1.05
H -5.22 -2.02 -1.55
H -4.69 -0.54 -2.23
H -3.02 -4.88 1.38
H -4.77 -5.15 1.25
H -4.14 -4.19 2.62
C 0.76 3.18 3.63
O 0.39 3.30 2.23
P -0.48 4.67 1.92
O -1.89 4.83 2.58
O -0.33 4.84 0.30
C -1.14 4.07 -0.50
O 0.61 5.80 2.52
C 0.26 7.12 2.39
H 0.30 2.26 3.99
H 0.64 4.11 4.19
H 1.83 2.96 3.61
H -0.64 3.67 -1.38
H -1.98 4.57 -0.98
H -1.67 3.22 -0.08
H -0.79 7.34 2.22
H 0.95 7.50 1.63
H 0.52 7.66 3.30
```

Values from the calculation:
Energy above the lowest of the compared OMol25 structures with the same formula, charge and spin   409.8 kcal/mol
Strongest force on any atom   0.118 hartree/bohr
HOMO   -8.457 eV
DFT total energy   -87988.236 eV

***

| no. | gap between HOMO and LUMO (eV) |
| --- | --- |
| 1 | 7.4 |
| 2 | 9.0 |